1.
C24H32N4O2 | the ωB97M-V functional and the def2-TZVPD basis

Geometry (Å):
C (-7.72400, -2.07575, 0.04315)
C (-6.39811, -1.41926, -0.19000)
C (-5.36420, -2.12061, -0.79551)
C (-4.13062, -1.53950, -1.01284)
C (-3.91374, -0.22520, -0.61953)
C (-4.94987, 0.49593, -0.04099)
C (-6.18655, -0.08874, 0.18450)
C (-7.28751, 0.70965, 0.81317)
H (-8.15120, 0.75881, 0.15108)
H (-6.95786, 1.72316, 1.02631)
H (-7.61193, 0.24746, 1.74509)
H (-4.80415, 1.53503, 0.21232)
N (-2.65739, 0.35285, -0.86005)
C (-1.88743, 1.12670, -0.05102)
C (-0.72991, 1.39860, -0.75111)
C (-0.89221, 0.74585, -1.98326)
N (-2.04568, 0.11474, -2.02899)
H (-0.21968, 0.71454, -2.81694)
C (0.41139, 2.18909, -0.20278)
N (1.67220, 1.61401, -0.61917)
C (2.66554, 2.34277, -1.15085)
O (2.59252, 3.54035, -1.35505)
C (3.92631, 1.54720, -1.47788)
H (4.37974, 2.00837, -2.35630)
H (3.67759, 0.51096, -1.70943)
C (4.91685, 1.61448, -0.31054)
H (5.92195, 1.37924, -0.66770)
H (4.93504, 2.63507, 0.07590)
C (4.55295, 0.66812, 0.83657)
N (4.63902, -0.73501, 0.46897)
C (3.50926, -1.44459, 0.28446)
O (2.40040, -0.94415, 0.42908)
C (3.62227, -2.91760, -0.05647)
C (4.98893, -3.35992, -0.55551)
C (6.04713, -2.75949, 0.35741)
C (5.97618, -1.24464, 0.23638)
H (6.31055, -0.95037, -0.76758)
H (6.64514, -0.77311, 0.96388)
H (5.85749, -3.06118, 1.38932)
H (7.04699, -3.09498, 0.08012)
H (5.14832, -3.01146, -1.57825)
H (5.04826, -4.44931, -0.55959)
H (3.36671, -3.45752, 0.86063)
H (2.83788, -3.14146, -0.78200)
H (5.23187, 0.84122, 1.67903)
H (3.53067, 0.85774, 1.16774)
H (1.81472, 0.63713, -0.38036)
C (0.29520, 2.20875, 1.32958)
H (0.53737, 1.21195, 1.70686)
C (-1.11907, 2.59114, 1.76062)
H (-1.15090, 2.73882, 2.84177)
H (-1.39073, 3.53543, 1.28344)
C (-2.13465, 1.51435, 1.36430)
H (-2.01029, 0.63131, 2.00125)
H (-3.14773, 1.88625, 1.52082)
H (1.01747, 2.91772, 1.73813)
H (0.39906, 3.21517, -0.59435)
H (-3.33107, -2.08218, -1.49089)
H (-5.52774, -3.14424, -1.10048)
H (-7.97771, -2.06559, 1.10281)
H (-8.51341, -1.54689, -0.49026)
H (-7.70767, -3.10721, -0.29897)

Results
DFT total energy ... -1303.3110 Ha
Strongest force on any atom ... 0.842 eV/A
Charge ... 0
2S+1 ... 1
Relative energy (zero: lowest compared OMol25 entry of this formula, charge and spin) ... 0.0 kcal/mol

***

2.
C24H32N4O6S | the ωB97M-V functional and the def2-TZVPD basis

Geometry (Å):
C (6.78573, 4.50920, -0.50575)
C (7.23199, 3.06020, -0.56137)
H (7.57144, 2.78400, -1.56592)
H (8.05496, 2.87094, 0.13694)
O (6.12219, 2.23719, -0.20271)
C (6.34682, 0.90642, -0.28462)
O (7.39992, 0.41742, -0.62173)
N (5.25096, 0.18626, 0.04121)
C (4.01257, 0.77286, 0.50666)
H (4.04758, 0.93791, 1.59057)
H (3.88063, 1.74177, 0.02267)
C (2.83350, -0.13060, 0.16596)
N (3.01247, -1.44861, 0.74665)
C (2.08539, -2.42743, 0.73168)
O (2.34936, -3.57783, 1.05042)
C (0.69382, -2.10990, 0.26944)
C (0.14659, -3.02365, -0.57432)
N (-1.11648, -2.99295, -1.04991)
C (-1.98979, -2.03644, -0.58433)
C (-3.33120, -1.98016, -0.99796)
C (-4.17386, -1.00842, -0.50886)
C (-3.71101, -0.08169, 0.41579)
C (-2.41129, -0.12551, 0.84928)
C (-1.52710, -1.08461, 0.34657)
C (-0.13077, -1.04908, 0.81704)
O (0.25913, -0.18701, 1.59587)
H (-2.05145, 0.56657, 1.59542)
S (-4.83681, 1.18160, 1.02700)
O (-4.47507, 1.48810, 2.37663)
O (-6.16844, 0.73494, 0.73675)
N (-4.58062, 2.54578, 0.12846)
C (-5.04015, 2.55618, -1.23740)
C (-3.92225, 2.21449, -2.22470)
C (-2.74159, 3.15840, -2.00430)
C (-2.25915, 3.05185, -0.55895)
C (-3.41477, 3.35102, 0.39919)
H (-3.70447, 4.40445, 0.30416)
H (-3.13732, 3.15910, 1.43554)
H (-1.45018, 3.75985, -0.37429)
H (-1.87660, 2.04585, -0.37752)
H (-3.05721, 4.18426, -2.20799)
H (-1.92896, 2.91284, -2.69086)
H (-4.29959, 2.30668, -3.24428)
H (-3.59793, 1.18251, -2.07121)
H (-5.42839, 3.55752, -1.45821)
H (-5.86351, 1.84413, -1.29530)
H (-5.20802, -0.96047, -0.81112)
H (-3.72500, -2.69894, -1.69692)
C (-1.54462, -4.06071, -1.93582)
C (-2.23096, -5.18297, -1.16163)
H (-3.11270, -4.81539, -0.64314)
H (-1.54815, -5.59798, -0.42426)
H (-2.53002, -5.97409, -1.84353)
H (-2.20658, -3.65370, -2.70288)
H (-0.65813, -4.45369, -2.43830)
H (0.75995, -3.84648, -0.91589)
C (4.36924, -1.79299, 1.12917)
H (4.42405, -2.88210, 1.19189)
C (5.34529, -1.26096, 0.09128)
H (6.37447, -1.53154, 0.33884)
H (5.11088, -1.68620, -0.89319)
H (4.59834, -1.37500, 2.11489)
H (2.73856, -0.21339, -0.92561)
H (1.92904, 0.32751, 0.57089)
H (5.97205, 4.67879, -1.20591)
H (6.43985, 4.75519, 0.49452)
H (7.61838, 5.15657, -0.76433)

Results
DFT total energy ... -2002.4491 Ha
Strongest force on any atom ... 1.103 eV/A
Charge ... 0
2S+1 ... 1
Relative energy (zero: lowest compared OMol25 entry of this formula, charge and spin) ... 5.1 kcal/mol